12
Properties=species:S:1:pos:R:3 method="wB97M-V/def2-TZVPD" largest_force_ha_per_bohr=0.0677 relative_energy_kcal_mol=82.6 energy_ev=-30536.447 spin_multiplicity=1 molar_mass_g_mol=140.60 charge=0
Cl 1.54721 2.10292 -0.12718
S -2.50189 0.44343 0.01907
O 2.37079 -1.65663 -0.07744
N 0.47336 -0.31289 0.23065
N -1.32004 -0.10151 -0.96235
C 0.71654 0.88106 0.85122
C 1.20822 -1.34195 -0.32395
H -0.79726 0.70136 -1.36490
H 0.59657 -1.88404 -0.94034
H 1.23324 0.59525 1.83790
H -0.26205 1.30505 0.98746
H -3.26469 -0.73206 -0.13014



11
Properties=species:S:1:pos:R:3 method="wB97M-V/def2-TZVPD" largest_force_ha_per_bohr=0.0802 relative_energy_kcal_mol=21.9 energy_ev=-20254.199 spin_multiplicity=1 molar_mass_g_mol=110.52 charge=+1 smiles="[NH3+][C@H](O)C(=O)Cl"
Cl 2.67646 0.76338 0.12722
O -0.39814 -1.49172 0.30398
O 2.52646 -1.78033 -0.07456
N -0.14584 0.81077 -0.12324
C 1.88811 -0.81463 -0.15147
C 0.40092 -0.64172 -0.46369
H -0.47626 -2.46712 0.02128
H 0.83677 1.43532 -0.30012
H -0.42288 0.78956 0.90475
H 0.19392 -0.88733 -1.62679
H -0.95753 1.21879 -0.64187



12
Properties=species:S:1:pos:R:3 method="wB97M-V/def2-TZVPD" largest_force_ha_per_bohr=0.1175 relative_energy_kcal_mol=65.7 energy_ev=-29549.026 spin_multiplicity=1 molar_mass_g_mol=141.49 charge=0
Cl 3.15060 -1.41213 0.00260
P 1.96168 0.27745 0.07814
O 2.84751 1.40637 -0.10361
O 0.72695 0.14000 -0.98234
N -1.04811 -0.60910 1.31327
C -0.53439 -0.29456 -0.93000
C -1.28031 0.34484 0.32435
H -0.53032 -1.35148 -0.72473
H -2.26292 0.20259 0.02754
H -0.98333 -0.10533 2.19227
H -1.21039 1.36809 0.70446
H -0.83698 0.03324 -1.90195



Look up the charge of the first one.
0